{"formula": "C4H7NO2", "method": "the ωB97M-V functional and the def2-TZVPD basis", "total_charge": 0, "homo_lumo_gap_ha": [0.325, 0.261], "lumo_ev": [-0.188, -0.838], "e_homo_ev": [-9.03, -7.95], "species": ["C", "C", "C", "C", "N", "O", "O", "H", "H", "H", "H", "H", "H", "H"], "xyz": [[0.968, 0.141, -0.931], [1.206, 0.395, 0.546], [-0.119, 0.177, -0.044], [-1.425, -0.475, 0.212], [-1.027, 2.461, 0.369], [-2.182, 2.429, 0.667], [-0.210, 3.316, 0.344], [1.207, 1.077, -1.590], [1.239, -0.948, -1.430], [1.742, -0.179, 1.232], [1.398, 1.562, 0.678], [-1.425, -0.861, 1.242], [-1.412, -1.277, -0.472], [-2.308, 0.190, 0.174]]}